one:
# C6H9N

The molecule C6H9N (ωB97M-V with the def2-TZVPD basis set, the Open Molecules 2025 dataset).

Element x y z (Å)
1 C 2.6657 1.0255 1.6019
2 C 1.7244 0.3432 0.7114
3 C 0.9667 -0.2367 -0.0267
4 C 0.0507 -0.9578 -0.9347
5 C -1.2381 -1.3925 -0.3221
6 C -2.2078 0.8253 -0.2594
7 N -2.2006 -0.4981 -0.1112
8 H 2.4554 2.0985 1.6563
9 H 3.6948 0.9046 1.2474
10 H 2.6151 0.6218 2.6186
11 H 0.5736 -1.8333 -1.3425
12 H -0.1814 -0.2992 -1.7909
13 H -1.4385 -2.4156 -0.0434
14 H -3.1347 1.3474 -0.0697
15 H -1.2840 1.3348 -0.4865
16 H -3.0803 -0.8862 0.2143

## Properties
**Frontier orbital gap**: 0.281 hartree
**Charge**: 0
**Spin multiplicity**: 1

two:
# C6H9N

The molecule C6H9N (ωB97M-V with the def2-TZVPD basis set, the Open Molecules 2025 dataset).

Element x y z (Å)
1 C 2.4911 -0.0154 -0.5716
2 C 1.0333 0.2050 -0.2268
3 C 0.6951 0.7854 0.9590
4 N -0.6922 0.5417 1.2143
5 C -1.2378 -0.3030 0.1252
6 C -0.0793 -0.5342 -0.7238
7 C -2.6425 -0.1273 -0.1419
8 H 2.7505 0.3698 -1.5525
9 H 2.6583 -1.0813 -0.4040
10 H 3.2101 0.4438 0.1300
11 H 1.2610 1.0611 1.8386
12 H -1.2345 1.3716 1.3733
13 H -0.1890 -0.8791 -1.7321
14 H -1.6454 -1.3285 0.3748
15 H -3.4185 -0.5375 0.5120
16 H -2.9602 0.0279 -1.1745

## Properties
**Frontier orbital gap**: 0.232 hartree
**Charge**: 0
**Spin multiplicity**: 1

three:
# C6H9N

A cluster of 2 separate species, C6H9N in total (ωB97M-V with the def2-TZVPD basis set, the Open Molecules 2025 dataset).

Element x y z (Å)
1 C 1.5196 2.8886 0.0913
2 C -0.7414 -0.1491 1.2271
3 C -1.6279 -0.6312 0.5200
4 C 1.6563 0.4568 0.2417
5 C -2.7266 -1.1551 -0.2114
6 C 1.3839 -0.7338 -0.6832
7 N 1.3049 1.6811 0.1790
8 H -0.0063 -0.0741 1.9603
9 H 0.9159 3.5519 0.6600
10 H 2.0390 0.3772 1.2255
11 H -3.5651 -0.5812 -0.4367
12 H -3.1911 -2.0108 0.2374
13 H -2.3911 -1.4723 -1.1453
14 H 0.4195 -0.6563 -1.1439
15 H 1.2513 -1.6067 -0.0941
16 H 2.2390 -0.9742 -1.3831

## Properties
**Frontier orbital gap**: 0.306 hartree
**Charge**: 0
**Spin multiplicity**: 1

Bottom line: one, by a margin of 112.4 kJ/mol.

one:
# C4H4F2N2

The molecule C4H4F2N2 (ωB97M-V with the def2-TZVPD basis set, the Open Molecules 2025 dataset).

Element x y z (Å)
1 C 1.6341 -0.2330 0.7194
2 C 0.4433 -0.3384 -0.1741
3 N 0.1127 -1.3848 -0.9019
4 N -1.2070 -1.0801 -1.4826
5 C -1.6698 0.0406 -0.9777
6 C -0.6694 0.7390 -0.0873
7 F -0.2703 2.0151 -0.2748
8 F -1.0398 0.5848 1.3122
9 H 2.1689 -1.3457 0.9338
10 H 2.1385 0.5644 0.2693
11 H 1.0250 0.0364 1.7035
12 H -2.6661 0.4017 -1.0399

## Properties
**Frontier orbital gap**: 0.361 hartree
**SMILES string**: CC1=NN=CC1(F)F
**Charge**: 0
**Spin multiplicity**: 1

two:
# C4H4F2N2

The molecule C4H4F2N2 (ωB97M-V with the def2-TZVPD basis set, the Open Molecules 2025 dataset).

Element x y z (Å)
1 C 2.3447 1.3800 1.2286
2 C 1.4676 0.8476 0.5102
3 C 0.2282 0.2652 -0.2631
4 N -0.5967 0.9958 -0.9626
5 N -1.7502 0.1710 -1.2082
6 C -0.2898 -0.9403 0.4301
7 F 0.5713 -1.4008 1.3071
8 F -0.5966 -1.9639 -0.4456
9 H 3.2583 1.9530 1.5230
10 H -1.4052 -0.8907 -1.0640
11 H -2.1437 0.2171 -2.1733
12 H -1.0879 -0.6340 1.1179

## Properties
**Frontier orbital gap**: 0.348 hartree
**SMILES string**: C#C/C(=N/N)C(F)F
**Charge**: 0
**Spin multiplicity**: 1

Bottom line: one, by a margin of 193.3 kJ/mol.

one:
# C4H13N2O2

A cluster of 2 separate species, C4H13N2O2 in total (ωB97M-V with the def2-TZVPD basis set, the Open Molecules 2025 dataset).

Element x y z (Å)
1 O 2.5793 0.6081 -0.4616
2 C 1.6581 -0.1612 -0.1831
3 N 1.8303 -1.4789 -0.3213
4 C 0.4480 0.4444 0.5442
5 N 0.9718 1.8149 1.0111
6 C -2.1165 0.6938 0.4778
7 C -0.8011 0.5503 -0.2787
8 H 1.1778 -2.2159 -0.0724
9 H 2.6478 -1.6493 -0.9150
10 H 0.3481 -0.1727 1.4369
11 H 0.4553 2.1330 1.8315
12 H 0.8006 2.4229 0.2161
13 H 1.9409 1.7098 1.3478
14 H -1.9609 1.3772 1.3175
15 H -2.4013 -0.1354 1.1178
16 H -2.9452 0.9760 -0.1709
17 H -0.7785 -0.3896 -0.8408
18 H -0.8453 1.3320 -1.0263
19 H -0.5516 -2.6058 -2.2794
20 H -1.7080 -2.6798 -1.4197
21 O -0.7495 -2.5737 -1.3317

## Properties
**Frontier orbital gap**: 0.403 hartree
**Charge**: +1
**Spin multiplicity**: 1

two:
# C4H13N2O2

A cluster of 2 separate species, C4H13N2O2 in total (ωB97M-V with the def2-TZVPD basis set, the Open Molecules 2025 dataset).

Element x y z (Å)
1 O -0.3260 -3.6666 0.1702
2 C -0.8718 -2.9779 -0.6038
3 C -0.4785 -1.4228 -0.5433
4 C 0.8606 -1.0077 0.1442
5 C 1.3476 0.4140 0.1630
6 N 0.4406 1.3041 1.0004
7 N -1.6278 -0.7261 0.0717
8 H -1.6274 -3.2998 -1.1476
9 H -0.3210 -1.1850 -1.5438
10 H 1.6883 -1.5764 -0.4093
11 H 0.9070 -1.5049 1.1474
12 H 1.3196 0.7710 -0.8934
13 H 2.5199 0.4700 0.4157
14 H 0.7878 1.0264 1.9924
15 H -0.5943 1.0529 0.7284
16 H 0.5176 2.3624 0.7000
17 H -2.0338 -1.2146 0.8716
18 H -2.2615 -0.7552 -0.7346
19 H 0.0191 4.5818 -0.0826
20 H 0.0176 3.7639 -1.2362
21 O -0.2836 3.5906 -0.2106

## Properties
**Frontier orbital gap**: 0.348 hartree
**Charge**: +1
**Spin multiplicity**: 1

three:
# C4H13N2O2

A cluster of 2 separate species, C4H13N2O2 in total (ωB97M-V with the def2-TZVPD basis set, the Open Molecules 2025 dataset).

Element x y z (Å)
1 O -1.5693 -2.8107 -1.4089
2 C -1.7716 -2.0037 -0.5523
3 C -0.8078 -0.8230 -0.2579
4 C 0.6358 -1.2699 -0.2066
5 C 1.6644 -0.1606 -0.2221
6 N 1.3396 0.9010 0.7586
7 N -1.1626 -0.2221 1.0529
8 H -2.6647 -2.0638 0.0863
9 H -0.9987 -0.0843 -1.0452
10 H 0.9186 -2.0972 -0.8532
11 H 0.7734 -1.8707 0.7136
12 H 1.7826 0.3009 -1.2025
13 H 2.6374 -0.5956 0.0062
14 H 2.0749 1.5668 0.9260
15 H 0.9268 0.4985 1.6204
16 H 0.4343 1.3207 0.5006
17 H -1.6884 -0.8812 1.6013
18 H -1.7519 0.6028 1.0101
19 H -0.2919 2.7507 -1.5088
20 H -0.4463 3.8671 -0.3607
21 O -0.0345 3.0743 -0.6577

## Properties
**Frontier orbital gap**: 0.378 hartree
**Charge**: +1
**Spin multiplicity**: 1

Bottom line: one, by a margin of 72.5 kJ/mol.

one:
# C4H15NO2S

A cluster of 3 separate species, C4H15NO2S in total (ωB97M-V with the def2-TZVPD basis set, the Open Molecules 2025 dataset).

Element x y z (Å)
1 C -1.6269 2.2764 -1.2848
2 C -0.4531 1.8953 -0.3886
3 N 0.5048 2.9931 -0.2576
4 C -0.9552 1.5077 1.0010
5 C 0.1513 0.9313 1.8979
6 S -0.3248 -0.5605 2.8090
7 H -1.3594 2.9035 -2.1497
8 H -2.3933 2.8482 -0.7407
9 H -2.1416 1.3943 -1.6730
10 H 0.0805 1.0818 -0.8821
11 H 0.3384 3.5042 0.6013
12 H 0.4084 3.6503 -1.0182
13 H -1.3457 2.4359 1.4497
14 H -1.8067 0.8263 1.0010
15 H 0.9309 0.5212 1.2605
16 H 0.5807 1.6935 2.5375
17 H -0.8968 -0.0953 3.9212
18 O 2.8335 -3.9100 -0.8547
19 H 2.7374 -4.8490 -1.0353
20 H 1.9510 -3.5442 -0.9527
21 O 0.0478 -3.6292 -4.8277
22 H -0.5351 -3.6386 -4.0580
23 H -0.1506 -2.7951 -5.2638

## Properties
**Frontier orbital gap**: 0.346 hartree
**SMILES string**: C[C@@H](N)CCS.O.O
**Charge**: 0
**Spin multiplicity**: 1

two:
# C4H15NO2S

A cluster of 3 separate species, C4H15NO2S in total (ωB97M-V with the def2-TZVPD basis set, the Open Molecules 2025 dataset).

Element x y z (Å)
1 C -1.0150 0.6856 -2.1008
2 C -0.2872 0.7360 -0.6984
3 N 0.1844 2.1139 -0.4290
4 C -1.4001 0.1371 0.3217
5 C -0.8808 0.0067 1.6881
6 S 0.3669 -1.3979 2.0249
7 H -1.6997 -0.0707 -2.3967
8 H -0.2769 1.0375 -2.8729
9 H -1.8570 1.4693 -2.1946
10 H 0.5436 0.0608 -0.7481
11 H 0.1330 2.3963 0.5432
12 H 1.3107 1.9752 -0.4772
13 H -2.2817 0.7756 0.2191
14 H -1.8428 -0.8807 -0.1250
15 H -0.3859 0.9135 2.1945
16 H -1.7719 -0.1189 2.5211
17 H -0.3598 -2.5107 1.7293
18 O 0.3923 -2.4027 -0.7407
19 H 0.0026 -2.8603 -1.4343
20 H 1.0503 -1.9839 -1.1212
21 O 3.4441 0.3440 1.3994
22 H 3.3055 -0.2708 0.5763
23 H 3.3253 -0.1549 2.1212

## Properties
**Frontier orbital gap**: 0.337 hartree
**SMILES string**: C[C@@H](N)CCS.O.O
**Charge**: 0
**Spin multiplicity**: 1

three:
# C4H15NO2S

A cluster of 3 separate species, C4H15NO2S in total (ωB97M-V with the def2-TZVPD basis set, the Open Molecules 2025 dataset).

Element x y z (Å)
1 C 1.0056 1.6230 -0.4019
2 C 0.2907 0.3483 0.1727
3 N 0.6192 0.2745 1.5944
4 C -1.2117 0.3563 -0.0981
5 C -1.9403 -0.9254 0.3045
6 S -1.0248 -2.4447 -0.3229
7 H 0.5341 2.0284 -1.2916
8 H 2.0360 1.3437 -0.6340
9 H 1.1155 2.3552 0.4060
10 H 0.7503 -0.5120 -0.3006
11 H 0.9131 1.1982 1.8755
12 H -0.0647 -0.1763 2.1777
13 H -1.7574 1.2554 0.2110
14 H -1.3479 0.5250 -1.1810
15 H -2.0614 -1.0359 1.3861
16 H -2.8793 -0.9963 -0.2309
17 H -1.8666 -3.3021 0.2161
18 O -0.5965 -0.7289 -3.4759
19 H -1.2500 -0.0300 -3.4775
20 H -0.9153 -1.4497 -2.9540
21 O 3.5663 0.2676 1.8948
22 H 3.4119 -0.6286 2.1630
23 H 2.6732 0.6545 1.9668

## Properties
**Frontier orbital gap**: 0.366 hartree
**SMILES string**: C[C@@H](N)CCS.O.O
**Charge**: 0
**Spin multiplicity**: 1

Bottom line: one, by a margin of 7.1 kJ/mol.